No. 1
{
  "formula": "C4H9NS2",
  "method": "ωB97M-V/def2-TZVPD",
  "elements": ["C", "C", "C", "C", "H", "H", "H", "H", "H", "H", "H", "H", "H", "N", "S", "S"],
  "positions_angstrom": [[1.096298, 0.842168, -1.655570], [-0.382993, 0.230198, 0.309548], [-0.231351, -1.300818, 0.377244], [-0.592766, 0.757507, 1.707462], [1.722222, 0.011556, -1.906135], [1.589816, 1.738220, -2.011318], [0.252084, 0.787531, -2.324535], [1.522614, 1.023410, 0.364755], [-1.095785, 0.494373, -0.448715], [-0.044666, -1.615414, -0.637123], [0.613290, -1.623517, 0.870417], [-2.409526, -2.293483, -0.039460], [-1.422618, 0.244800, 2.229433], [0.747689, 0.937395, -0.240834], [-1.657759, -2.141818, 1.064091], [0.293450, 1.907894, 2.340742]],
  "forces_ev_per_a": [[-0.2, 0.3, 0.5], [2.0, 0.5, 0.0], [-1.7, 0.9, -1.9], [-1.5, -0.6, -0.6], [0.6, -0.8, -0.2], [0.4, 0.3, 0.3], [-0.8, -0.2, 0.2], [0.8, 0.1, 0.5], [-1.5, -0.2, 0.3], [-0.2, -0.4, -0.5], [1.8, -0.4, 1.6], [0.2, 0.1, 0.0], [0.5, 0.4, 0.0], [-0.2, -0.1, -1.5], [-0.4, -0.5, 0.2], [0.2, 0.5, 1.0]],
  "lumo_ev": -0.1,
  "e_tot_ev": -27452.927,
  "mol_weight_g_mol": 135.26,
  "relative_energy_kj_mol": 175.40,
  "smiles": "CN[C@H](C=S)CS",
  "gap_ev": 8.4
}

---

No. 2
{
  "formula": "C4H9NS2",
  "method": "ωB97M-V/def2-TZVPD",
  "elements": ["C", "C", "C", "C", "H", "H", "H", "H", "H", "H", "H", "H", "H", "N", "S", "S"],
  "positions_angstrom": [[1.450121, -1.776433, 2.331883], [-0.388494, -0.871585, 1.303921], [-0.951851, -0.639080, -0.040719], [0.262187, 1.493190, -1.592883], [2.289963, -2.528284, 2.207021], [0.734886, -1.926314, 3.210156], [1.746863, -0.721365, 2.581642], [1.066238, -1.704281, 0.173401], [-0.021378, 0.001784, 1.922551], [-1.337077, -0.911752, 1.736334], [-1.446785, -1.476656, -0.358997], [-1.843023, 0.074263, 0.131420], [0.673283, 1.984881, -2.442950], [0.504750, -1.977701, 1.144722], [0.113146, -0.251060, -1.546463], [-0.589896, 2.239502, -0.277715]],
  "forces_ev_per_a": [[-1.0, -1.3, 0.2], [0.7, 1.7, -1.2], [-1.2, 4.4, -0.9], [-3.5, -0.5, 4.5], [-0.9, 1.1, 0.8], [1.3, -0.7, -0.8], [0.4, -0.8, -1.1], [-1.5, -1.0, 3.3], [0.4, -0.4, -1.4], [-1.6, -1.9, 1.9], [-0.8, -2.6, -0.8], [1.6, -0.5, -1.1], [0.5, 0.2, -0.5], [3.4, 1.7, -0.2], [-0.1, 0.3, 0.1], [2.2, 0.4, -2.8]],
  "lumo_ev": -0.6,
  "e_tot_ev": -27451.161,
  "mol_weight_g_mol": 135.26,
  "relative_energy_kj_mol": 345.83,
  "smiles": "CNCCSC=S",
  "gap_ev": 7.9
}

---

No. 3
{
  "formula": "C4H9O",
  "method": "ωB97M-V/def2-TZVPD",
  "elements": ["C", "O", "H", "H", "H", "C", "C", "C", "H", "H", "H", "H", "H", "H"],
  "positions_angstrom": [[2.699873, 0.696568, -0.351695], [1.941291, 1.705354, 0.058349], [2.125276, -0.341100, -0.524735], [3.407193, 0.365116, 0.475880], [3.189190, 0.748473, -1.351539], [-0.940235, 0.341282, 0.845808], [-1.381298, -0.938669, 0.213375], [-2.414554, -0.984564, -0.608716], [-1.367537, 0.725450, 1.790535], [-1.021718, 1.182716, 0.148107], [0.147035, 0.283142, 1.029256], [-0.699286, -1.780312, 0.322202], [-2.770243, -1.908276, -1.068222], [-2.914993, -0.095178, -0.978602]],
  "forces_ev_per_a": [[-1.0, -1.7, 0.9], [-0.2, 0.4, -0.4], [0.2, 0.7, 0.2], [0.4, 0.1, -0.8], [0.5, 0.4, 0.1], [1.6, 0.8, 0.1], [0.0, 0.7, 0.2], [-0.5, -0.7, -0.8], [-0.3, -0.9, -0.3], [-0.1, -0.2, 0.0], [-0.3, 0.3, -0.1], [-0.5, -0.2, 0.3], [0.3, 0.1, 0.0], [-0.1, 0.1, 0.5]],
  "lumo_ev": 3.9,
  "e_tot_ev": -6339.400,
  "mol_weight_g_mol": 73.11,
  "relative_energy_kj_mol": 132.06,
  "gap_ev": 5.9,
  "total_charge": -1
}

---

No. 4
{
  "formula": "C4H9O",
  "method": "ωB97M-V/def2-TZVPD",
  "elements": ["C", "O", "C", "C", "C", "H", "H", "H", "H", "H", "H", "H", "H", "H"],
  "positions_angstrom": [[-1.249024, -0.759472, 1.421846], [-0.810410, -1.767096, 2.207375], [-0.594318, -0.908339, 0.009895], [-0.285550, 0.286476, 0.931407], [-0.909312, 1.689427, 0.470209], [-2.274291, -0.537265, 1.481053], [5.325010, -0.896408, -3.677175], [0.024886, -1.730224, 0.006324], [-1.341103, -0.914249, -0.912491], [4.697209, -1.167994, -4.202825], [0.726011, 0.503712, 1.193461], [-1.784830, 1.887563, 1.068941], [-0.217591, 2.530029, 0.628064], [-1.306687, 1.783838, -0.626082]],
  "forces_ev_per_a": [[2.1, -1.9, 1.4], [-0.5, 1.3, -0.7], [-2.7, 2.0, -1.1], [-1.4, 1.5, -3.5], [-0.6, -0.7, -1.2], [-1.3, 0.6, 0.0], [-2.3, -1.0, -1.9], [1.6, -1.4, 0.0], [1.7, 0.6, 2.2], [2.3, 1.0, 1.9], [0.5, -1.0, 0.9], [-0.3, 0.2, 0.4], [-0.1, -0.5, 0.0], [1.0, -0.6, 1.8]],
  "lumo_ev": [1.2, -1.0],
  "e_tot_ev": -6336.786,
  "mol_weight_g_mol": 73.11,
  "relative_energy_kj_mol": 216.97,
  "spin_multiplicity": 2,
  "gap_ev": [11.0, 8.7]
}

---

No. 5
{
  "formula": "C4H9O2",
  "method": "ωB97M-V/def2-TZVPD",
  "elements": ["C", "C", "C", "O", "C", "O", "H", "H", "H", "H", "H", "H", "H", "H", "H"],
  "positions_angstrom": [[-0.380217, -0.743669, 0.712689], [0.923861, -0.176958, 0.169675], [1.007363, -0.184087, -1.348724], [0.600395, 1.087057, -1.848042], [-1.318166, 0.404768, 1.121994], [-1.373325, 1.342732, 0.174892], [-0.359439, -1.606142, 1.376808], [-0.889442, -1.180333, -0.166272], [0.915841, 0.893767, 0.415001], [1.843955, -0.596492, 0.590946], [2.027583, -0.354528, -1.712135], [0.334085, -0.917288, -1.812497], [-0.154081, 1.347016, -1.267760], [-0.912424, 0.770930, 2.120657], [-2.265995, -0.086767, 1.472774]],
  "forces_ev_per_a": [[-0.9, -0.5, -1.4], [0.5, 0.0, 0.4], [-0.3, 0.8, -0.5], [0.2, 0.1, -0.3], [0.6, -0.3, 1.3], [-0.4, 0.3, -0.5], [0.5, 0.1, 0.7], [0.0, 0.1, 0.1], [0.2, -0.2, 0.2], [-0.2, -0.3, 0.1], [0.0, 0.0, 0.0], [0.2, -0.4, 0.3], [-0.3, 0.0, 0.3], [0.0, 0.2, -0.2], [-0.2, 0.2, -0.5]],
  "lumo_ev": 4.4,
  "e_tot_ev": -8388.445,
  "mol_weight_g_mol": 89.11,
  "relative_energy_kj_mol": 197.49,
  "smiles": "[O-]CCCCO",
  "gap_ev": 7.2,
  "total_charge": -1
}

---

No. 6
{
  "formula": "C4H9O2",
  "method": "ωB97M-V/def2-TZVPD",
  "elements": ["C", "C", "H", "H", "H", "H", "H", "H", "C", "C", "O", "O", "H", "H", "H"],
  "positions_angstrom": [[-2.529966, -1.231474, 0.342941], [-1.857860, -2.119501, 1.383141], [-3.397777, -1.758665, -0.066292], [-2.977010, -0.314673, 0.731815], [-1.854984, -0.946633, -0.471373], [-2.446419, -2.082058, 2.294343], [-0.856447, -1.772518, 1.661215], [-1.688778, -3.132492, 1.034423], [1.163208, -0.210168, 0.133997], [1.315535, 1.147985, -0.588954], [2.262694, 1.876931, -0.211614], [0.457664, 1.360222, -1.472830], [0.122051, -0.492213, 0.258552], [1.474309, -0.099769, 1.183440], [1.838391, -1.014566, -0.170802]],
  "forces_ev_per_a": [[-0.3, -0.2, -0.5], [0.5, 0.8, 0.3], [0.2, -0.1, -0.2], [0.4, 0.1, 0.3], [-0.2, -0.1, 0.1], [-0.1, -0.5, 0.2], [-0.2, 0.2, -0.1], [-0.4, -0.2, 0.0], [0.4, 0.1, 1.8], [0.2, -0.2, -0.1], [-0.1, -0.1, -0.1], [-0.1, 0.2, -0.2], [0.0, -0.4, -0.8], [0.2, 0.4, 0.0], [-0.4, 0.0, -0.7]],
  "lumo_ev": 3.7,
  "e_tot_ev": -8390.102,
  "mol_weight_g_mol": 89.11,
  "relative_energy_kj_mol": 37.60,
  "gap_ev": 7.4,
  "total_charge": -1
}

---

No. 7
{
  "formula": "C4H9O2",
  "method": "ωB97M-V/def2-TZVPD",
  "elements": ["C", "O", "C", "C", "C", "O", "H", "H", "H", "H", "H", "H", "H", "H", "H"],
  "positions_angstrom": [[-1.634796, -0.391002, 0.359473], [-2.839098, -0.255352, -0.325977], [-0.520535, 0.207089, -0.591484], [0.807243, 0.522380, 0.155583], [2.167997, -0.418539, 0.047108], [2.975170, 0.112746, 0.995729], [-1.183614, -1.422956, 0.675542], [-1.534615, 0.082030, 1.210702], [-2.857138, 0.763200, -0.406551], [-0.479009, -0.400750, -1.468143], [-0.761150, 1.186052, -0.939413], [0.549686, 0.427139, 1.198010], [1.103340, 1.548360, 0.053274], [1.745335, -1.467057, 0.129854], [2.461183, -0.493345, -1.093708]],
  "forces_ev_per_a": [[4.1, -2.8, -4.6], [-1.3, 1.9, 0.4], [0.6, -0.1, 1.7], [0.5, -2.3, -0.5], [-1.8, 1.7, 0.0], [0.2, -1.4, -1.3], [-1.8, 1.0, -1.2], [-0.4, 3.0, 4.5], [-0.4, -2.5, -0.2], [0.4, -0.7, -0.6], [-1.2, 0.9, -0.4], [0.2, -0.1, 0.7], [0.3, 0.5, -0.4], [0.3, 0.0, 0.7], [0.2, 0.7, 1.2]],
  "lumo_ev": 3.4,
  "e_tot_ev": -8386.572,
  "mol_weight_g_mol": 89.11,
  "relative_energy_kj_mol": 378.19,
  "smiles": "[O-]CCCCO",
  "gap_ev": 5.7,
  "total_charge": -1
}

---

No. 8
{
  "formula": "C4H9O2",
  "method": "ωB97M-V/def2-TZVPD",
  "elements": ["C", "C", "H", "H", "H", "H", "H", "H", "C", "C", "O", "O", "H", "H", "H"],
  "positions_angstrom": [[0.155643, 1.806698, 0.752151], [-1.321918, 1.427067, 0.751439], [0.526086, 1.898370, -0.273114], [0.354148, 2.701377, 1.326972], [0.749252, 0.987054, 1.158253], [-1.662054, 1.259615, 1.764543], [-1.443857, 0.501438, 0.184435], [-1.953179, 2.193444, 0.300877], [1.275593, -1.618580, -0.763932], [-0.189116, -2.097441, -0.939460], [-0.469486, -3.214728, -0.440202], [-0.922167, -1.339243, -1.624770], [1.785656, -2.221746, 0.000988], [1.272390, -0.550242, -0.513577], [1.843010, -1.733087, -1.684602]],
  "forces_ev_per_a": [[0.0, -0.6, -0.4], [0.3, -0.2, -0.3], [-0.1, 0.3, 0.1], [0.1, 0.3, 0.0], [0.0, 0.0, 0.3], [-0.2, -0.1, 0.3], [-0.1, 0.0, 0.0], [0.0, 0.1, 0.0], [0.0, 0.0, 0.5], [0.0, -0.4, -0.5], [0.0, 0.4, 0.0], [0.1, 0.0, 0.3], [-0.1, 0.3, -0.1], [0.2, -0.2, 0.0], [-0.1, 0.0, -0.3]],
  "lumo_ev": 3.9,
  "e_tot_ev": -8390.394,
  "mol_weight_g_mol": 89.11,
  "relative_energy_kj_mol": 9.42,
  "gap_ev": 7.8,
  "total_charge": -1
}

---

No. 9
{
  "formula": "C4H9O2",
  "method": "ωB97M-V/def2-TZVPD",
  "elements": ["C", "C", "O", "O", "H", "H", "H", "C", "C", "H", "H", "H", "H", "H", "H"],
  "positions_angstrom": [[-0.376402, 2.240747, 0.291559], [-1.161960, 1.945889, -1.041275], [-2.130581, 2.688205, -1.269051], [-0.679895, 1.011433, -1.737128], [-1.067406, 2.250813, 1.139069], [-0.006765, 3.263855, 0.161173], [0.471398, 1.592179, 0.493700], [-0.032100, -1.483880, 0.223330], [1.255098, -2.316044, 0.278967], [-0.189662, -0.835569, 1.089501], [0.081123, -0.731158, -0.565761], [-0.950372, -2.059985, 0.120391], [2.083349, -1.725150, -0.111608], [1.192150, -3.199242, -0.357706], [1.512025, -2.642093, 1.284839]],
  "forces_ev_per_a": [[-0.5, 0.6, -0.4], [1.0, -0.7, 0.3], [-0.2, 0.1, 0.0], [-0.3, 0.3, 0.0], [0.0, 0.0, 0.0], [0.0, 0.0, 0.2], [0.0, -0.2, -0.1], [0.4, 0.7, 0.0], [-0.3, 0.1, 0.0], [0.3, -0.3, 0.3], [-0.6, -0.4, -0.3], [0.1, -0.1, -0.3], [0.1, 0.0, 0.1], [-0.1, -0.1, 0.0], [0.0, -0.1, 0.1]],
  "lumo_ev": 3.9,
  "e_tot_ev": -8390.270,
  "mol_weight_g_mol": 89.11,
  "relative_energy_kj_mol": 21.44,
  "gap_ev": 7.8,
  "total_charge": -1
}

---

No. 10
{
  "formula": "C4H9O2",
  "method": "ωB97M-V/def2-TZVPD",
  "elements": ["C", "C", "O", "O", "H", "H", "H", "C", "C", "H", "H", "H", "H", "H", "H"],
  "positions_angstrom": [[-1.087554, 0.839718, 1.559536], [-1.414974, 2.216336, 0.911894], [-0.724928, 3.187695, 1.084253], [-2.518160, 2.034451, 0.273769], [-1.627703, 0.845221, 2.490814], [-0.034078, 0.716811, 1.814975], [-1.441309, 0.006056, 0.970100], [0.694582, -1.847806, -1.360213], [1.515653, -0.624744, -0.907446], [1.269857, -2.426591, -2.081543], [0.386749, -2.375676, -0.469787], [-0.148205, -1.532071, -1.980344], [0.833859, 0.130630, -0.566351], [2.174773, -0.209428, -1.671823], [2.121439, -0.960596, -0.067835]],
  "forces_ev_per_a": [[-0.2, -0.2, 0.1], [1.4, -0.3, 0.8], [-0.5, 0.0, -0.3], [-0.3, 0.2, -0.3], [-0.4, -0.1, 0.4], [0.0, 0.5, -0.5], [0.0, -0.2, -0.1], [0.4, 1.1, -1.1], [0.0, -0.9, 0.0], [0.2, -0.6, 0.5], [-0.3, -0.5, -0.2], [-0.3, 0.0, 0.4], [-0.1, 0.6, 0.2], [-0.2, -0.1, 0.0], [0.2, 0.3, 0.1]],
  "lumo_ev": [0.8, -3.2],
  "e_tot_ev": -8386.689,
  "mol_weight_g_mol": 89.11,
  "relative_energy_kj_mol": 21.16,
  "spin_multiplicity": 2,
  "gap_ev": [11.6, 7.6]
}